Version w
Here is a molecular structure, C5H12N2S from the OMol25 dataset. Energies are from wB97M-V/def2-TZVPD.

E_LUMO (spin up / spin down)	0.44 / 0.44	eV
charge	0
E_HOMO (spin up / spin down)	-7.36 / -7.36	eV

Geometry as XYZ:
```
20
Properties=species:S:1:pos:R:3:nbo_charge:R:1
C -0.0522 1.2311 2.0170 -0.017
C -1.1504 -1.0446 -0.2324 -0.702
C 0.3195 -0.1296 -1.9422 -0.680
C 1.4172 -0.9384 0.1955 -0.658
C 0.1974 -0.4170 -0.4841 0.073
N 1.0974 1.0052 2.4217 -0.635
N -1.6788 1.9169 0.1265 -1.157
S -0.1080 1.8305 0.2889 0.822
H -1.1539 0.9009 2.2921 0.205
H -1.8491 -0.1864 -0.1340 0.277
H -1.5901 -1.6243 -1.1117 0.218
H -1.1317 -1.6348 0.6010 0.208
H 0.3572 -1.0327 -2.5106 0.214
H 1.2373 0.3863 -2.3865 0.216
H -0.4693 0.4547 -2.3514 0.223
H 1.3489 -1.3432 1.1656 0.220
H 1.6432 -1.8236 -0.5251 0.209
H 2.3034 -0.3138 0.0679 0.234
H 1.2676 0.4699 3.2521 0.363
H -2.0054 2.2929 -0.7503 0.368
```

---

Version x
Here is C5H12N2S in the gas phase from the OMol25 dataset. Energies are from wB97M-V/def2-TZVPD.

E_LUMO	0.87	eV
charge	0
E_HOMO	-8.54	eV
SMILES	C/C(C[C@@H](C)S)=N/N

Geometry as XYZ:
```
20
Properties=species:S:1:pos:R:3:nbo_charge:R:1
C 0.9833 -1.3191 0.8181 -0.634
C 1.2460 0.1133 0.2641 -0.423
C 0.2824 0.5286 -0.8423 -0.496
C -0.9780 0.7249 -0.2642 0.250
C -1.3237 2.1598 0.4098 -0.614
H 1.5762 -1.4979 1.7328 0.223
H 1.2980 -2.1191 0.0664 0.197
H 0.0717 -1.6441 1.2099 0.247
H 0.8643 1.0256 0.9491 0.238
H 2.7482 -0.8256 -0.9397 0.100
H 0.2291 -0.3565 -1.5803 0.201
H 0.6791 1.4277 -1.1794 0.231
H -0.5990 2.2327 1.1746 0.205
H -0.8661 3.0051 -0.3345 0.208
H -2.2598 2.2369 0.8097 0.234
H -2.4014 -2.0534 -0.7236 0.361
H -0.8579 -1.9675 -1.0349 0.283
N -1.8470 -0.3021 -0.1195 -0.285
N -1.6357 -1.6745 -0.2149 -0.605
S 2.7902 0.3050 -0.2012 0.080
```

---

version w ends up most stable, edging out the next structure by 40.2 kJ/mol.